*w*
Formula: C7H9N2O
Source: OMol25
Level of theory: ωB97M-V/def2-TZVPD

XYZ file:
```
19
Properties=species:S:1:pos:R:3:mulliken_charge:R:1
C 0.33320 -1.97054 -0.22355 -0.692
C 1.35129 -1.19102 -0.48357 -0.034
C -1.58117 -0.59153 0.51576 0.383
C 1.42504 1.33629 0.16202 0.499
C 2.79850 0.96638 -0.01114 -0.415
C -0.68831 -1.62423 0.91682 -0.624
C -2.69982 1.41673 -0.38400 -0.689
N -2.16935 0.31674 0.11025 0.183
N 1.69295 -0.01021 0.09368 -0.085
O 0.44792 2.01972 0.22852 -0.524
H 0.20230 -2.84793 -0.76471 0.443
H 2.02797 -1.62388 -1.17056 0.378
H 3.41753 1.05681 0.84894 0.256
H 3.26987 1.23109 -1.06316 0.244
H -1.10616 -2.65405 1.08822 0.360
H -0.06049 -1.41665 1.83139 0.296
H -2.95754 2.26571 0.27552 0.338
H -3.66849 1.37962 -0.78459 0.380
H -2.03526 1.94094 -1.18583 0.304
```

Values from the calculation:
**Net charge**: +1
**LUMO energy**: -3.58 eV
**SMILES string**: C[N+]#CC/C=C\N1CC1=O

=====

*x*
Formula: C7H9N2O
Source: OMol25
Level of theory: ωB97M-V/def2-TZVPD

XYZ file:
```
19
Properties=species:S:1:pos:R:3:mulliken_charge:R:1
C -2.65173 1.49664 0.64266 -0.442
C -2.17745 0.29663 1.27695 -0.484
C -2.21342 1.35882 -0.68488 -0.106
C -1.40295 -0.41058 0.27647 0.506
C 1.67639 0.20814 -0.21153 -0.198
C 3.09683 -0.01404 0.05224 -0.316
C -0.57476 -1.54616 0.35943 -0.112
N 2.51065 0.94319 -0.87835 -0.148
N 0.26900 -1.94586 -0.56916 -0.347
O -1.47890 0.29741 -0.83978 -0.258
H -3.30443 2.32458 1.02922 0.359
H -2.32302 0.01594 2.25143 0.544
H -2.38604 2.05048 -1.51734 0.431
H 3.52844 0.43193 0.93856 0.224
H 3.64234 -1.00181 -0.25644 0.182
H -0.66734 -2.07371 1.41673 0.296
H 3.03956 1.53494 -1.50039 0.257
H 0.38026 -1.32300 -1.34555 0.348
H 1.03658 -2.64354 -0.44027 0.263
```

Values from the calculation:
**Net charge**: +1
**LUMO energy**: -4.77 eV

=====

Energetically preferred structure: *w* | next structure: +77.6 kJ/mol

=====

*w*
Formula: C2H4N2P2
Source: OMol25
Level of theory: ωB97M-V/def2-TZVPD

XYZ file:
```
10
Properties=species:S:1:pos:R:3:mulliken_charge:R:1
C -1.00400 -1.33784 0.50344 -0.210
C -0.03192 1.65790 -0.52084 -0.271
N -2.93900 0.04780 0.55383 -0.356
N -1.21650 1.26936 -0.73316 -0.266
P -2.72454 1.46399 0.04573 0.161
P -1.15660 -2.56559 -0.54934 -0.058
H -0.20605 -0.87864 0.92093 0.407
H 0.79535 1.38837 -1.11339 0.337
H 0.28162 2.20374 0.47725 0.218
H 0.23683 -2.92277 -0.29149 0.038
```

Values from the calculation:
**Net charge**: 0
**LUMO energy (spin up / spin down)**: -0.44 / -0.95 eV

=====

*x*
Formula: C2H4N2P2
Source: OMol25
Level of theory: ωB97M-V/def2-TZVPD

XYZ file:
```
10
Properties=species:S:1:pos:R:3:mulliken_charge:R:1
C -1.50722 -0.91735 0.45149 -0.210
C -1.05564 1.18259 -0.62257 -0.384
N -0.21959 -0.67269 0.30864 -0.359
N -0.01456 0.47412 -0.28331 0.068
P -2.52987 0.25791 -0.34043 -0.141
P 2.91133 0.30458 -0.08921 0.099
H -1.93753 -1.81940 0.92378 0.358
H -1.09922 2.21685 -0.91085 0.411
H 3.27556 -1.07923 -0.39500 0.085
H 2.17674 0.05263 0.95746 0.072
```

Values from the calculation:
**Net charge**: 0
**LUMO energy (spin up / spin down)**: -1.80 / -3.09 eV

=====

Energetically preferred structure: *x* | next structure: +127.3 kJ/mol

=====

*w*
Formula: C3H6N6
Source: OMol25
Level of theory: ωB97M-V/def2-TZVPD

XYZ file:
```
15
Properties=species:S:1:pos:R:3:mulliken_charge:R:1
C 0.02387 0.00730 0.46232 0.324
C 0.32390 2.08583 -0.55100 -0.326
C -0.05476 0.72614 -0.83104 0.547
H -0.25258 -1.55387 2.40098 0.329
H -1.56139 -3.14158 1.35169 0.264
H 0.93192 -1.72744 -0.18501 0.332
H 0.49613 2.89719 -1.33303 0.337
H -0.34271 -1.16100 -2.03018 0.349
H 0.02613 0.40940 -2.89367 0.225
N -0.41716 -2.26828 1.43496 -0.698
N -0.21862 -1.42766 0.21453 -0.212
N 0.27798 0.62505 1.61257 -0.042
N 0.32086 1.87718 1.66799 -0.721
N 0.42909 2.62955 0.62193 -0.219
N 0.01734 0.02219 -1.94306 -0.488
```

Values from the calculation:
**Net charge**: 0
**LUMO energy**: 0.34 eV

=====

*x*
Formula: C3H6N6
Source: OMol25
Level of theory: ωB97M-V/def2-TZVPD

XYZ file:
```
15
Properties=species:S:1:pos:R:3:mulliken_charge:R:1
C -1.49520 1.02487 -0.03863 -0.987
C 1.85303 -0.28080 0.04429 0.368
C -0.54052 -1.20315 -0.08765 0.645
H -2.57884 0.41779 -0.15111 0.309
H -1.55072 1.97161 -0.85834 0.270
H -1.45596 1.37683 1.03502 0.369
H 1.00740 1.55049 -0.51540 0.294
H 3.04104 1.09173 0.21439 0.243
H -2.38125 -1.14050 0.69781 0.211
N -0.45186 0.11625 -0.33948 0.209
N 0.82709 0.64395 0.00536 -0.418
N 3.06889 0.03160 0.16820 -0.533
N 1.73461 -1.71367 -0.11110 -0.144
N 0.55006 -2.08250 -0.31350 -0.215
N -1.62778 -1.80450 0.25016 -0.621
```

Values from the calculation:
**Net charge**: 0
**LUMO energy**: -0.65 eV
**SMILES string**: [H]/N=c1/nn/c(=N/[H])n(C)[nH]1

=====

Energetically preferred structure: *x* | next structure: +293.8 kJ/mol

=====

*w*
Formula: C17H23F5NO2P2Ti
Source: OMol25
Level of theory: ωB97M-V/def2-TZVPD

XYZ file:
```
51
Properties=species:S:1:pos:R:3:mulliken_charge:R:1
Ti 0.31235 0.65534 -0.34444 -0.929
P 2.12731 -0.92183 0.52319 1.102
C 2.46205 -1.15090 -1.28046 -1.223
C 1.18585 -1.69701 -1.87863 0.672
N 0.04069 -1.12215 -1.44111 0.725
C -1.14472 -1.52742 -1.92677 0.552
C -1.20886 -2.53691 -2.88495 -0.869
C -0.02806 -3.07370 -3.41510 -0.553
C 1.18448 -2.60733 -2.91916 -0.931
C -2.37725 -0.81844 -1.42017 -1.584
P -2.06643 0.81197 -0.61007 1.600
H 2.15186 -2.92185 -3.26337 0.548
H -2.20193 -2.82749 -3.20786 0.531
H -0.06189 -3.86283 -4.16449 0.424
H -3.06198 -0.65857 -2.26092 0.592
H -2.89768 -1.45595 -0.69068 0.453
H 2.63229 -0.09234 -1.67121 0.294
H 3.33237 -1.82459 -1.37555 0.597
H -0.07194 4.37948 -1.59184 0.386
O 1.37450 1.40982 -1.74006 -0.688
H 1.08100 1.25802 -2.65951 0.241
H 0.14236 2.51362 -1.09575 0.389
O -0.09775 3.76456 -0.82659 -0.486
H 0.68392 3.89056 -0.23998 0.407
C -2.82685 2.01982 -1.73762 -1.525
H -3.88338 1.77241 -1.91660 0.474
H -2.77399 3.02608 -1.29986 0.378
H -2.30600 2.03207 -2.70402 0.384
C -3.19190 0.79294 0.80746 -1.521
H -2.94581 1.60716 1.49952 0.364
H -4.23889 0.90483 0.49436 0.429
H -3.08962 -0.14490 1.36493 0.383
C 2.03415 -2.62639 1.07730 -1.435
H 3.00380 -3.12723 0.94844 0.442
H 1.74721 -2.67285 2.13165 0.405
H 1.28764 -3.18097 0.49892 0.340
C 3.63612 -0.21710 1.18915 -1.461
H 3.46593 0.06749 2.23508 0.388
H 4.45750 -0.94385 1.13104 0.469
H 3.90369 0.68233 0.62046 0.350
F -0.75539 -1.71738 2.40511 -0.438
C -0.32593 -0.47727 2.75072 -0.056
C 0.37318 0.29179 1.80344 0.305
C 0.50127 1.64194 2.14657 0.583
F 1.02283 2.48259 1.11369 -0.490
C 0.15497 2.19841 3.36919 0.126
F 0.37208 3.50850 3.64249 -0.319
C -0.42881 1.37058 4.33115 0.608
F -0.70548 1.83249 5.56812 -0.285
C -0.68799 0.03870 3.99996 0.166
F -1.29287 -0.74624 4.91487 -0.312
```

Values from the calculation:
**Net charge**: +1
**LUMO energy (spin up / spin down)**: -2.81 / -3.09 eV
**Multiplicity**: 3

=====

*x*
Formula: C17H23F5NO2P2Ti
Source: OMol25
Level of theory: ωB97M-V/def2-TZVPD

XYZ file:
```
51
Properties=species:S:1:pos:R:3:mulliken_charge:R:1
Ti 0.45205 0.58963 -0.40203 -0.791
P 2.13288 -0.92407 0.49749 1.242
C 2.41979 -1.25428 -1.29984 -1.317
C 1.17939 -1.79256 -1.93310 0.651
N 0.04965 -1.14596 -1.54236 0.707
C -1.16481 -1.54801 -1.96258 0.584
C -1.26397 -2.57854 -2.89480 -0.854
C -0.10000 -3.14217 -3.41284 -0.474
C 1.13614 -2.73894 -2.93054 -0.957
C -2.38433 -0.83721 -1.44371 -1.530
P -1.99199 0.77884 -0.61327 1.425
H 2.08141 -3.14564 -3.29051 0.516
H -2.25236 -2.88063 -3.21712 0.540
H -0.16163 -3.89929 -4.18801 0.423
H -3.08012 -0.64283 -2.27847 0.548
H -2.92128 -1.47803 -0.71673 0.401
H 2.65104 -0.23677 -1.76808 0.336
H 3.26905 -1.92519 -1.37469 0.588
H -0.86240 5.35933 -0.46529 0.274
O 1.51420 1.25685 -2.05811 -0.548
H 1.44428 0.98617 -3.02306 0.308
H 1.64596 2.20347 -1.94810 0.308
O -0.82217 4.40669 -0.43486 -0.550
H -0.01075 4.21966 0.05363 0.273
C -2.79842 1.98177 -1.71263 -1.473
H -3.84415 1.70520 -1.90253 0.467
H -2.75152 2.96893 -1.23965 0.332
H -2.25959 2.02469 -2.66600 0.392
C -3.11479 0.79031 0.82261 -1.468
H -2.80222 1.60255 1.49268 0.332
H -4.15625 0.96275 0.50883 0.450
H -3.05268 -0.15517 1.37805 0.390
C 2.02755 -2.58614 1.16804 -1.465
H 3.01073 -3.07075 1.05312 0.466
H 1.75208 -2.53464 2.22931 0.402
H 1.26999 -3.16720 0.62748 0.334
C 3.63760 -0.21983 1.20517 -1.426
H 3.42961 0.03748 2.25439 0.378
H 4.44801 -0.96530 1.16045 0.466
H 3.92527 0.69689 0.66891 0.329
F -0.72734 -1.75345 2.47098 -0.440
C -0.32336 -0.48767 2.74435 0.050
C 0.37248 0.23921 1.74913 0.169
C 0.60800 1.57620 2.11598 0.685
F 1.20780 2.38653 1.12168 -0.432
C 0.18873 2.17420 3.30196 0.030
F 0.37995 3.49349 3.53145 -0.324
C -0.46654 1.39502 4.26012 0.642
F -0.83953 1.91864 5.44447 -0.292
C -0.71307 0.05405 3.97310 0.218
F -1.36837 -0.69830 4.88557 -0.310
```

Values from the calculation:
**Net charge**: +1
**LUMO energy (spin up / spin down)**: -3.13 / -3.15 eV
**Multiplicity**: 3

=====

Energetically preferred structure: *x* | next structure: +176.3 kJ/mol

=====

*w*
Formula: ClH14O7
Source: OMol25
Level of theory: ωB97M-V/def2-TZVPD

XYZ file:
```
22
Properties=species:S:1:pos:R:3:mulliken_charge:R:1
Cl 0.59850 -0.11664 0.55373 -0.827
O -0.77850 2.09536 -1.21827 -0.616
H -0.40550 1.34736 -0.79627 0.247
H -0.34150 2.85336 -0.80527 0.344
O -2.22650 0.02336 1.72473 -0.605
H -2.66350 0.69136 1.19773 0.302
H -1.35950 0.03636 1.31973 0.363
O 1.02450 0.52036 -2.83427 -0.677
H 0.75350 -0.40764 -2.73527 0.402
H 0.78350 1.01536 -2.04527 0.226
O 2.53250 1.90436 -0.65727 -0.576
H 2.79950 2.56536 -0.01527 0.287
H 2.23450 1.17036 -0.09227 0.274
O -0.88950 -2.97764 0.85573 -0.609
H -1.64250 -3.03864 0.28073 0.313
H -0.40850 -2.20464 0.61573 0.194
O -0.49050 -1.63364 -2.23927 -0.663
H -1.39850 -1.58364 -2.00627 0.316
H -0.05450 -1.73264 -1.40527 0.323
O 0.64550 0.11236 3.69873 -0.630
H 0.86350 0.13836 2.71373 0.319
H 0.42350 -0.77864 3.88973 0.292
```

Values from the calculation:
**Net charge**: -1
**LUMO energy**: 3.37 eV

=====

*x*
Formula: ClH14O7
Source: OMol25
Level of theory: ωB97M-V/def2-TZVPD

XYZ file:
```
22
Properties=species:S:1:pos:R:3:mulliken_charge:R:1
Cl 0.19972 0.05986 -0.19741 -0.995
O -4.95427 1.27914 -3.45561 -0.649
H -5.04010 2.13639 -3.87274 0.310
H -4.04561 1.24778 -3.15633 0.340
O -1.48285 4.68645 2.22536 -0.653
H -1.15832 4.64665 3.12497 0.306
H -1.15509 3.88552 1.81633 0.346
O 4.23568 -3.21864 -1.90817 -0.660
H 3.83494 -2.37805 -1.68671 0.345
H 4.24327 -3.70544 -1.08404 0.314
O 2.59362 -0.81357 4.47372 -0.662
H 2.25122 -0.75039 3.58209 0.352
H 2.52124 0.07503 4.82211 0.307
O -0.27111 -3.94838 -3.80028 -0.663
H 0.67545 -3.85033 -3.69719 0.321
H -0.64075 -3.17995 -3.36541 0.342
O -4.36590 -2.77264 0.79993 -0.650
H -4.48628 -3.37592 1.53327 0.307
H -3.47352 -2.44259 0.90469 0.342
O 3.40691 4.49060 0.84061 -0.653
H 4.13023 4.27829 1.43050 0.307
H 2.98153 3.65019 0.67031 0.345
```

Values from the calculation:
**Net charge**: -1
**LUMO energy**: 2.76 eV

=====

*y*
Formula: ClH14O7
Source: OMol25
Level of theory: ωB97M-V/def2-TZVPD

XYZ file:
```
22
Properties=species:S:1:pos:R:3:mulliken_charge:R:1
Cl -0.15730 0.31157 0.37168 -0.882
O -2.93679 -0.68208 1.75629 -0.590
H -2.16382 -0.20391 1.39336 0.312
H -3.02632 -0.33763 2.64990 0.288
O -1.36583 -2.84868 -0.21366 -0.590
H -0.72271 -3.50558 0.06697 0.285
H -0.97170 -2.00579 0.06756 0.236
O 1.61244 -1.74977 -1.54565 -0.602
H 1.08778 -0.94583 -1.38978 0.249
H 2.22502 -1.74395 -0.80243 0.349
O 0.54036 3.26539 -1.34852 -0.607
H -0.07781 3.90502 -0.98410 0.278
H 0.33222 2.44281 -0.87258 0.351
O 2.96679 1.16574 -0.31607 -0.636
H 2.08140 0.82936 -0.08332 0.232
H 2.94135 1.24441 -1.27515 0.340
O 0.99102 1.66872 3.58865 -0.647
H 0.64158 1.50879 2.69955 0.340
H 1.55733 0.90737 3.74543 0.302
O -1.66952 -0.93078 -2.82539 -0.650
H -1.27555 -1.21258 -1.98868 0.344
H -2.60994 -1.08262 -2.69406 0.298
```

Values from the calculation:
**Net charge**: -1
**LUMO energy**: 3.42 eV

=====

Energetically preferred structure: *y* | next structure: +36.9 kJ/mol

=====

*w*
Formula: C5H27NO10
Source: OMol25
Level of theory: ωB97M-V/def2-TZVPD

XYZ file:
```
43
Properties=species:S:1:pos:R:3:mulliken_charge:R:1
O -1.37211 1.39588 -2.30968 -0.760
C -0.89200 1.74922 -1.21353 -0.124
N -0.89402 0.82444 -0.20332 0.314
C -0.13624 1.06601 1.05432 0.621
C -0.04575 -0.26174 1.83682 -1.415
C 0.79239 -1.33419 1.10050 -0.053
O 2.12952 -0.85333 1.10688 -0.724
C -0.82115 2.12063 1.90867 -1.659
H -0.52241 2.73602 -1.09048 0.443
H -1.23511 -0.05320 -0.37157 0.220
H 0.93948 1.42897 0.81854 -0.011
H -1.07411 -0.69940 1.97827 0.288
H 0.32431 -0.05643 2.81333 0.661
H 0.79477 -2.33688 1.59679 0.399
H 0.49622 -1.48196 0.04365 0.250
H 2.74397 -1.61986 1.08648 0.277
H -1.80238 1.81738 2.24842 0.427
H -0.99012 3.01518 1.34498 0.389
H -0.27276 2.36904 2.82000 0.432
H 2.50171 -0.03379 2.59556 0.392
H 3.32386 1.08402 3.25015 0.321
O 2.75559 0.31259 3.44680 -0.686
H -1.09700 -0.06547 -2.81916 0.398
H -1.28705 -1.13347 -3.94336 0.265
O -0.80606 -0.98889 -3.13930 -0.799
H -2.43111 -2.23605 -0.09175 0.360
H -3.17753 -2.69210 1.18913 0.311
O -3.11963 -2.00922 0.49780 -0.690
H 2.01599 3.42359 -1.62195 0.284
H 2.07907 2.00251 -1.02658 0.381
O 1.59675 2.81553 -1.04050 -0.593
H -0.98590 -2.09429 -1.83754 0.408
H -1.33423 -3.56129 -1.40470 0.303
O -1.06696 -2.70022 -1.08674 -0.694
H 2.56417 0.01467 -1.84697 0.473
H 2.64844 0.00958 -0.30306 0.410
O 2.91830 0.49298 -1.08948 -0.843
H -2.97625 0.95031 0.83754 0.308
H -3.60183 -0.42670 1.02853 0.429
O -3.65618 0.48103 1.38190 -0.712
H 0.93799 -0.82795 -3.15986 0.419
H 2.16650 -1.76465 -3.25238 0.289
O 1.86889 -0.87853 -3.13315 -0.709
```

Values from the calculation:
**Net charge**: 0
**LUMO energy**: 0.01 eV
**SMILES string**: C[C@@H](CCO)NC=O.O.O.O.O.O.O.O.O

=====

*x*
Formula: C5H27NO10
Source: OMol25
Level of theory: ωB97M-V/def2-TZVPD

XYZ file:
```
43
Properties=species:S:1:pos:R:3:mulliken_charge:R:1
O -1.06048 0.93066 -3.10494 -0.669
C -0.55947 0.78704 -1.99975 -0.117
N -1.01307 1.67171 -1.01536 0.077
C -0.23003 2.08571 0.16698 0.446
C 0.90556 0.97085 0.54521 -0.588
C 0.41010 -0.03110 1.53686 -0.157
O 1.33049 -1.10471 1.78597 -0.690
C -1.07247 2.39088 1.36017 -1.254
H 0.30967 0.18562 -1.77848 0.417
H -1.94420 2.00241 -1.21114 0.330
H 0.50175 2.81025 -0.10967 0.283
H 1.79195 1.52395 0.95930 0.385
H 1.19895 0.58513 -0.42458 -0.174
H 0.37370 0.39888 2.56507 0.274
H -0.59474 -0.42088 1.30098 0.244
H 1.27702 -1.72807 1.00928 0.474
H -1.92422 1.73106 1.53684 0.149
H -1.39663 3.44245 1.40255 0.402
H -0.49796 2.20556 2.30585 0.295
H 4.54345 -0.07655 1.09745 0.283
H 3.02723 -0.41485 1.08731 0.320
O 3.66673 0.29812 0.92755 -0.631
H -1.20648 -3.33373 -2.80896 0.301
H -1.02861 -3.64924 -1.33984 0.276
O -0.98172 -4.05652 -2.21341 -0.625
H -0.90912 -1.62413 3.37994 0.330
H -1.52852 -2.27785 2.01465 0.438
O -1.68550 -1.78915 2.84672 -0.684
H 1.22687 3.44071 -2.15455 0.315
H -0.34665 3.60415 -2.39741 0.310
O 0.43722 3.96314 -1.97442 -0.652
H -1.49885 -3.78538 0.29755 0.347
H -2.81184 -2.89308 0.53110 0.273
O -1.85105 -2.91435 0.48760 -0.654
H 2.98682 0.75051 -3.02894 0.250
H 3.16881 1.02555 -1.48926 0.290
O 2.59811 0.62927 -2.15898 -0.552
H -3.65835 0.54118 -0.50719 0.306
H -3.55171 0.47564 1.09065 0.308
O -3.79130 1.00378 0.32610 -0.635
H 2.29627 -2.59593 -0.51608 0.275
H 1.68402 -3.81997 -0.01117 0.288
O 1.40828 -2.93870 -0.31754 -0.605
```

Values from the calculation:
**Net charge**: 0
**LUMO energy**: -0.16 eV
**SMILES string**: C[C@@H](CCO)NC=O.O.O.O.O.O.O.O.O

=====

Energetically preferred structure: *w* | next structure: +224.4 kJ/mol